1.
Computed, not measured: the ion C5H12N2O with charge -1, with ωB97M-V with the def2-TZVPD basis set.

Properties
2S+1: 2
Expectation value of S²: 0.750
Charge: -1

```
20
Properties=species:S:1:pos:R:3:forces:R:3
C 1.032 -0.840 2.472 0.66 1.93 0.12
N 0.541 -0.927 1.222 0.14 1.80 -1.58
C 0.640 -2.167 0.373 -0.17 -0.03 0.49
C 0.008 0.324 0.546 -0.33 0.36 1.21
C 0.498 0.548 -0.916 1.69 0.53 1.25
N -0.344 1.405 -1.794 1.18 -0.61 0.35
C -1.673 1.859 -1.471 -2.48 -1.03 1.97
O 1.227 0.202 3.164 -0.80 -2.43 -1.50
H 1.320 -1.843 2.761 0.26 -0.39 0.79
H -0.004 -2.059 -0.611 1.82 -0.01 1.56
H 1.763 -2.503 0.359 -1.97 0.53 -0.79
H 0.069 -2.934 0.895 0.19 -0.31 0.14
H -1.099 0.206 0.783 1.12 0.69 -1.07
H 0.413 1.275 1.040 -0.88 -1.72 0.16
H 1.464 1.146 -0.752 -1.04 -0.83 -0.27
H 0.896 -0.419 -1.361 -1.18 1.19 -0.03
H -0.389 0.819 -2.606 -0.49 0.20 -0.77
H -2.018 2.591 -2.214 0.20 -0.21 0.07
H -2.412 0.974 -1.466 0.64 1.15 -0.18
H -1.932 2.342 -0.423 1.45 -0.82 -1.91
```
Positions in Å, forces in eV/Å.

Atomic partial charges in e from the natural (NBO) method, atoms 1 to 2: 0.510 -0.441

=====

2.
Computed, not measured: an isolated molecule of C3H4N2O, with ωB97M-V with the def2-TZVPD basis set.

Properties
Charge: 0
Structure (SMILES): [H]/N=N/C(O)=C=C

```
10
Properties=species:S:1:pos:R:3:forces:R:3
O 2.363 0.035 0.000 -0.44 -0.19 -0.08
C 1.009 0.098 0.053 -0.66 -0.09 0.12
N 0.378 -1.206 -0.131 -0.31 0.04 -0.01
N -0.856 -1.231 -0.054 0.53 -0.26 -0.13
C -1.115 1.349 0.166 0.32 0.37 0.08
C 0.171 1.089 0.218 -0.12 -0.03 -0.12
H 2.535 -0.888 -0.239 0.29 0.11 0.07
H -1.173 -2.182 -0.262 0.23 -0.15 0.05
H -1.728 1.468 1.065 0.17 0.04 -0.34
H -1.584 1.468 -0.817 -0.01 0.15 0.36
```
Positions in Å, forces in eV/Å.

Atomic partial charges in e from the natural (NBO) method, atoms 1 to 2: -0.655 0.271

=====

3.
Computed, not measured: a structure of composition C28H55As2NReSi4, with ωB97M-V with the def2-TZVPD basis set.

Properties
2S+1: 4
Expectation value of S²: 3.793
Charge: +2

```
91
Properties=species:S:1:pos:R:3:forces:R:3
Re 0.107 0.240 0.072 -0.19 0.60 -0.09
C -1.048 0.922 2.898 -0.02 0.03 -0.08
N -1.342 1.115 1.457 -0.02 0.16 0.17
C -1.437 2.582 1.206 -0.03 -0.12 -0.06
C -2.661 0.494 1.125 0.04 0.04 0.09
C -2.780 0.378 -0.359 0.05 -0.03 0.02
C -3.978 0.573 -1.023 0.00 -0.03 0.05
C -4.045 0.378 -2.395 0.00 0.00 -0.04
C -2.908 -0.005 -3.094 -0.04 -0.01 0.02
C -1.706 -0.185 -2.427 -0.15 0.04 0.10
C -1.601 0.002 -1.037 -0.21 0.03 -0.32
H -1.838 1.382 3.496 0.01 -0.03 0.02
H -0.098 1.395 3.136 0.01 0.01 0.03
H -0.988 -0.138 3.116 -0.01 -0.11 0.05
H -2.300 2.980 1.745 0.00 0.03 0.00
H -1.562 2.780 0.142 -0.01 0.00 0.01
H -0.541 3.069 1.579 0.02 0.01 -0.01
H -3.463 1.070 1.593 0.00 0.03 -0.04
H -2.655 -0.499 1.567 -0.05 -0.06 0.04
H -4.864 0.867 -0.473 0.01 0.00 0.00
H -4.980 0.526 -2.919 0.00 -0.01 0.01
H -2.961 -0.165 -4.163 0.02 0.00 0.00
H -0.858 -0.495 -3.015 0.11 0.03 -0.02
C 1.851 -0.965 -3.494 0.01 0.00 -0.06
As 1.652 0.199 -1.971 0.18 0.35 -0.07
C 1.140 1.878 -2.838 0.03 -0.14 0.01
C 3.461 0.608 -1.413 -0.09 -0.01 -0.19
C 4.555 0.215 -2.175 0.06 -0.01 0.04
C 5.832 0.623 -1.812 -0.01 -0.03 -0.01
C 6.013 1.441 -0.707 0.00 0.03 0.03
C 4.921 1.837 0.053 0.04 -0.11 0.01
C 3.644 1.405 -0.287 0.15 0.12 0.09
As 2.120 1.912 0.785 0.02 -0.11 0.01
C 1.991 3.807 0.371 0.00 -0.02 -0.04
C 2.779 1.978 2.599 0.00 0.16 -0.02
H 2.423 -0.404 -4.232 -0.02 -0.04 -0.06
H 0.875 -1.210 -3.898 -0.03 -0.01 -0.07
H 2.369 -1.877 -3.215 -0.06 0.10 -0.12
H 1.959 2.199 -3.480 -0.02 0.00 -0.02
H 0.941 2.649 -2.095 -0.01 -0.02 0.00
H 0.236 1.716 -3.422 0.01 0.00 -0.02
H 4.433 -0.419 -3.044 -0.02 0.02 0.00
H 6.684 0.301 -2.395 0.00 0.01 -0.01
H 7.006 1.767 -0.429 0.00 0.00 -0.01
H 5.088 2.462 0.921 -0.01 0.01 -0.02
H 2.808 4.304 0.893 0.00 0.04 -0.04
H 1.046 4.241 0.685 -0.01 0.01 0.02
H 2.120 3.938 -0.701 -0.01 0.07 0.01
H 3.712 2.538 2.609 -0.02 0.01 0.06
H 2.943 0.977 2.971 0.04 -0.12 0.09
H 2.048 2.498 3.218 0.02 -0.01 0.02
C 2.769 -3.094 -1.179 0.24 0.07 0.15
Si 1.007 -3.527 -0.704 0.02 0.10 -0.19
C -0.160 -3.413 -2.159 -0.09 -0.06 -0.05
C 1.071 -5.322 -0.215 0.02 -0.19 0.02
Si 0.274 -1.976 0.973 0.01 -0.84 0.25
Si 2.005 -2.105 2.630 0.06 0.23 0.03
C 3.632 -1.415 1.977 0.01 -0.01 -0.05
C 2.273 -3.893 3.063 0.04 -0.16 0.03
C 1.535 -1.225 4.217 -0.06 -0.03 0.02
Si -1.712 -3.079 1.807 -0.07 0.10 0.13
C -1.207 -4.806 2.273 0.07 -0.17 0.07
C -3.027 -3.094 0.475 -0.02 0.06 -0.17
C -2.395 -2.389 3.416 -0.02 0.06 0.07
H 3.043 -3.619 -2.100 0.00 0.01 0.02
H 3.453 -3.447 -0.405 -0.01 -0.06 0.05
H 2.982 -2.032 -1.307 0.05 -0.15 0.12
H 0.283 -3.841 -3.063 0.02 -0.01 0.03
H -0.458 -2.391 -2.363 -0.04 0.06 -0.09
H -1.075 -3.973 -1.949 0.03 0.02 0.02
H 1.694 -5.802 -0.977 -0.02 -0.03 0.00
H 0.090 -5.798 -0.251 0.06 0.00 -0.05
H 1.525 -5.531 0.751 -0.03 -0.03 -0.05
H 4.242 -2.212 1.549 -0.03 -0.05 -0.04
H 4.215 -0.989 2.798 -0.01 0.02 0.00
H 3.518 -0.655 1.203 0.04 -0.01 0.04
H 2.461 -4.537 2.205 0.03 0.06 0.05
H 1.451 -4.313 3.641 0.00 -0.02 -0.01
H 3.169 -3.920 3.693 -0.02 -0.04 0.02
H 1.433 -0.149 4.095 -0.04 0.13 0.04
H 2.310 -1.397 4.969 0.01 -0.01 -0.04
H 0.598 -1.607 4.629 0.02 0.00 -0.01
H -0.589 -5.319 1.546 -0.03 -0.02 0.06
H -2.125 -5.390 2.401 0.00 0.03 0.01
H -0.687 -4.811 3.232 0.00 -0.01 0.00
H -2.982 -4.024 -0.096 0.04 0.03 0.00
H -2.924 -2.267 -0.231 -0.05 -0.06 0.00
H -4.024 -3.038 0.919 0.02 -0.01 0.03
H -1.610 -2.204 4.153 -0.01 0.02 -0.01
H -3.032 -3.174 3.836 0.01 0.00 -0.03
H -3.017 -1.500 3.338 -0.01 0.07 0.02
```
Positions in Å, forces in eV/Å.

Atomic partial charges in e from the Mulliken method, atoms 1 to 2: 1.463 -0.299

=====

4.
Computed, not measured: a cluster of 2 separate species, Cl2H3PSi in total, with ωB97M-V with the def2-TZVPD basis set.

Properties
Charge: 0

```
7
Properties=species:S:1:pos:R:3:forces:R:3
Si -1.210 0.915 0.359 -0.22 0.69 0.07
P 2.191 -1.354 0.051 -0.66 0.72 1.40
Cl -2.423 1.701 -1.139 0.30 -0.41 0.27
Cl -1.459 -1.105 0.663 0.02 0.19 -0.31
H 0.191 1.349 0.032 -0.30 -0.41 -0.05
H 1.333 -0.583 1.034 1.10 -0.89 -1.02
H 1.377 -0.923 -1.000 -0.23 0.11 -0.36
```
Positions in Å, forces in eV/Å.

Atomic partial charges in e from the natural (NBO) method, atoms 1 to 2: 0.933 0.125

=====

5.
Computed, not measured: an isolated molecule of C4H9Cl, with ωB97M-V with the def2-TZVPD basis set.

Properties
Charge: 0
Structure (SMILES): CC(C)CCl

```
14
Properties=species:S:1:pos:R:3:forces:R:3
C -0.497 -1.153 -0.219 -3.20 -0.66 1.79
C -0.211 0.277 0.332 -2.35 -1.60 -1.78
C -0.402 1.007 -0.948 1.41 3.95 -2.07
C 0.979 0.132 1.115 -0.52 -3.78 2.74
H 0.253 -1.330 -1.015 -1.60 0.01 -0.21
H -0.276 -2.050 0.555 -1.09 2.06 -1.54
H -1.708 -0.877 -0.475 3.30 -2.51 0.25
H -1.063 0.756 0.713 -1.13 -0.38 2.70
H -1.387 0.533 -1.386 2.41 1.50 0.08
H -0.625 2.297 -0.785 0.86 -3.88 -0.58
H 0.626 0.843 -1.504 -2.50 0.63 -0.06
H 1.471 0.938 1.480 1.23 2.65 1.23
H 0.727 -0.666 2.044 0.71 2.38 -2.30
Cl 2.113 -0.706 0.093 2.48 -0.37 -0.25
```
Positions in Å, forces in eV/Å.

Atomic partial charges in e from the natural (NBO) method, atoms 1 to 2: -0.609 -0.350

=====

6.
Computed, not measured: a structure of composition C15H20CaN2O2, with ωB97M-V with the def2-TZVPD basis set.

Properties
Charge: 0

```
40
Properties=species:S:1:pos:R:3:forces:R:3
C -3.902 0.407 0.387 -0.10 -0.10 0.28
C -3.839 1.724 -0.367 -0.48 0.11 -0.34
H -4.070 -0.449 -0.268 0.03 -0.09 -0.11
H -4.729 0.418 1.103 -0.03 -0.02 -0.13
H -3.027 0.199 1.009 -0.13 0.13 -0.07
H -2.935 1.853 -0.974 -0.26 -0.03 0.13
H -4.686 1.825 -1.051 -0.06 -0.07 0.07
H -3.879 2.566 0.327 0.17 -0.09 -0.15
C 0.941 -2.663 0.065 0.19 -0.95 -0.48
C 2.015 -3.568 -0.006 0.75 0.49 -0.55
C 3.175 -3.173 -0.693 -0.66 0.08 0.53
C 3.225 -1.885 -1.223 -0.28 0.26 -0.03
H -0.021 -2.928 0.581 1.10 0.60 -0.60
H 1.961 -4.549 0.479 -0.14 0.42 -0.29
H 4.044 -3.826 -0.796 -0.28 0.13 0.12
H 4.155 -1.525 -1.659 -0.36 -0.31 0.00
N 0.985 -1.426 -0.460 0.82 0.09 -0.85
C 2.113 -1.028 -1.122 0.05 -1.31 0.98
C 2.218 0.373 -1.597 0.16 1.46 -0.05
N 1.187 1.222 -1.330 1.13 0.07 -0.37
C 1.348 2.542 -1.581 0.38 -0.49 -0.20
C 3.519 2.203 -2.520 -0.22 -0.06 0.32
C 2.484 3.077 -2.198 -0.42 -0.54 0.11
H 0.547 3.186 -1.226 0.01 -0.17 -0.24
H 2.526 4.141 -2.408 0.08 -0.18 0.07
C 3.412 0.863 -2.177 -0.60 -0.34 0.30
H 4.262 0.195 -2.304 -0.30 0.34 -0.19
H 4.435 2.556 -2.974 -0.02 0.09 -0.03
Ca -0.859 0.425 -0.222 0.04 -1.36 0.81
C -1.135 2.609 0.524 -0.05 0.42 -0.21
H -1.745 3.298 -0.084 0.41 0.13 0.36
H -0.123 3.009 0.656 -0.15 0.30 0.42
H -1.628 2.456 1.500 0.20 0.27 -0.16
C -2.001 -2.317 3.898 0.50 0.25 -0.63
O -1.321 -2.653 2.634 -0.98 -1.12 2.51
C -1.016 -1.791 1.737 0.18 1.84 -3.17
O -1.217 -0.550 1.857 -0.28 -0.19 1.25
H -1.801 -1.270 4.166 -0.18 -0.46 0.01
H -1.558 -3.033 4.585 -0.28 0.22 0.31
H -3.062 -2.511 3.731 0.08 0.14 0.28
```
Positions in Å, forces in eV/Å.

Atomic partial charges in e from the natural (NBO) method, atoms 1 to 2: -0.658 -0.607

=====

7.
Computed, not measured: a structure of composition C11H25N3O4ReS3Se, with ωB97M-V with the def2-TZVPD basis set.

Properties
2S+1: 2
Expectation value of S²: 0.768
Charge: +2

```
48
Properties=species:S:1:pos:R:3:forces:R:3
Re 0.219 -0.350 -1.134 -0.05 0.40 -0.16
C 3.391 2.627 2.799 0.01 -0.01 0.03
C 4.351 2.217 1.686 0.00 -0.02 -0.02
S 3.721 1.020 0.464 0.06 -0.04 -0.03
C 3.262 2.020 -0.968 -0.01 -0.04 -0.02
C 1.961 2.793 -0.882 -0.09 0.04 -0.01
S 0.479 1.889 -0.323 0.29 -0.15 0.06
C 0.546 1.599 1.496 -0.15 0.07 0.10
C 0.595 2.858 2.351 -0.02 0.02 -0.13
S 2.120 3.828 2.317 0.00 0.03 0.03
H 3.978 3.109 3.582 -0.01 0.02 0.00
H 2.919 1.760 3.263 0.00 0.00 -0.01
H 5.220 1.728 2.128 -0.01 -0.02 -0.01
H 4.721 3.086 1.143 -0.01 0.00 0.00
H 3.224 1.316 -1.802 0.00 0.06 0.00
H 4.065 2.718 -1.208 0.01 0.02 0.04
H 1.665 3.182 -1.860 0.00 -0.02 -0.01
H 2.040 3.633 -0.195 -0.04 -0.01 0.01
H 1.381 0.939 1.710 -0.02 -0.02 -0.05
H -0.404 1.083 1.670 0.02 -0.02 -0.02
H 0.377 2.552 3.376 0.03 -0.03 0.01
H -0.194 3.553 2.060 0.01 0.02 0.01
O -0.895 -1.915 -2.106 -0.18 -0.21 0.02
Se -2.159 -0.832 -1.823 0.79 0.09 0.22
O -3.657 -1.030 -2.212 -0.38 -0.04 -0.07
O -1.572 -0.477 -0.213 -0.19 0.07 -0.04
O -1.159 0.433 -2.420 -0.01 -0.10 0.00
C 2.640 -1.309 -2.249 -0.05 0.03 0.19
N 2.337 -2.663 -1.855 -0.01 -0.03 -0.02
C 2.384 -3.683 -2.919 0.03 0.01 -0.01
C 1.712 -2.868 -0.688 0.11 -0.03 -0.08
N 1.045 -1.789 -0.149 -0.05 -0.11 0.16
N 1.701 -4.028 -0.068 0.04 -0.03 -0.02
C 0.721 -4.344 0.979 -0.02 0.01 0.01
C 2.742 -5.049 -0.268 -0.01 0.01 -0.02
H 3.159 -1.321 -3.204 0.01 0.07 -0.01
H 3.246 -0.792 -1.510 0.01 -0.04 0.04
H 1.710 -0.711 -2.506 -0.08 0.07 -0.19
H 1.893 -3.273 -3.801 0.02 0.00 0.00
H 1.838 -4.568 -2.615 -0.02 -0.01 0.02
H 3.413 -3.944 -3.160 -0.01 -0.01 0.00
H 0.651 -1.984 0.768 -0.02 0.00 0.00
H 1.100 -4.067 1.964 -0.01 0.00 0.00
H 0.554 -5.418 0.962 0.00 0.00 0.01
H -0.233 -3.861 0.776 0.00 0.00 0.00
H 3.589 -4.627 -0.798 0.00 0.00 -0.01
H 2.344 -5.906 -0.808 0.01 0.00 0.00
H 3.073 -5.375 0.716 0.00 0.00 0.00
```
Positions in Å, forces in eV/Å.

Atomic partial charges in e from the natural (NBO) method, atoms 1 to 2: 1.445 -0.557

=====

8.
Computed, not measured: a cluster of 2 separate species, H5NO2 in total, with ωB97M-V with the def2-TZVPD basis set.

Properties
Charge: 0
Structure (SMILES): OO.N

```
8
Properties=species:S:1:pos:R:3:forces:R:3
H 2.612 1.044 0.102 -0.91 -1.43 0.31
H 2.622 -0.571 0.498 0.15 0.11 -0.10
H 2.108 -0.047 -0.960 -0.34 -0.27 0.28
H -2.044 0.127 0.841 -0.90 0.42 -0.08
H -0.008 -0.449 0.659 -1.10 1.23 -0.87
N 2.057 0.141 0.044 1.34 1.51 -0.25
O -1.824 0.380 -0.065 1.97 -1.01 1.32
O -0.637 -0.517 -0.116 -0.22 -0.55 -0.62
```
Positions in Å, forces in eV/Å.

Atomic partial charges in e from the natural (NBO) method, atoms 1 to 2: 0.363 0.357

=====

In kJ/mol, the energy above the lowest of the compared OMol25 structures with the same formula, charge and spin values for the records above are, in order, 237.0 418.5 0.0 331.5 382.4 0.0 93.4 148.8.